116
Properties=species:S:1:pos:R:3:lowdin_charge:R:1 method="wB97M-V/def2-TZVPD" homo_lumo_gap_ha="0.1279 / 0.2090" multiplicity=4 total_energy_ev=-119683.529 e_lumo_ev="1.68 / 1.22" s_squared=3.79 charge=-1
Pt -0.178 -0.533 -0.130 0.916
Ge 1.715 -1.794 -1.069 0.842
N -0.352 -0.945 2.029 -0.015
N -1.447 1.306 0.649 0.012
C -3.487 2.809 2.750 -0.048
C -1.106 3.694 0.367 -0.133
C 1.135 -1.612 -4.033 -0.189
C -4.242 2.390 5.037 -0.068
C 2.237 -1.039 3.508 -0.349
C 1.318 -2.219 3.263 -0.144
C 2.139 -3.505 -0.095 -0.234
C 6.175 0.033 -1.207 -0.105
C -2.759 5.060 -0.759 -0.089
C 0.770 -2.140 -5.304 -0.174
C 0.073 -2.129 2.603 -0.197
C -1.872 2.533 0.129 -0.180
C 0.521 -3.521 -5.435 -0.047
C -3.288 0.360 6.236 -0.064
C 5.971 -1.323 -1.397 -0.099
C 4.690 -1.842 -1.406 -0.113
C 5.083 0.861 -1.022 -0.093
C -1.458 -1.772 -1.350 -0.202
C -3.432 1.238 5.138 -0.182
C 0.235 3.712 1.072 -0.355
C 1.560 0.097 4.280 -0.043
C 0.817 0.079 -6.260 -0.094
C -3.050 2.663 -0.636 -0.156
C 3.584 -1.028 -1.211 -0.303
C -1.251 -0.146 2.585 -0.213
C -0.748 -3.276 2.503 -0.138
C 0.936 -4.580 3.626 -0.081
C -1.781 1.009 1.897 -0.236
C -1.671 -1.013 5.024 -0.079
C -2.683 1.680 2.807 -0.126
C 2.833 -0.502 2.209 -0.070
C -2.676 0.930 4.007 -0.082
C 1.034 -3.815 -3.107 -0.117
C -2.426 -0.720 6.160 -0.116
C -0.301 -4.479 3.018 -0.048
C -4.250 3.135 3.872 -0.117
C 1.135 0.608 -5.002 -0.080
C 0.632 -1.267 -6.402 -0.048
C 1.292 -0.215 -3.920 -0.044
C -2.111 -3.197 1.852 -0.360
C 0.634 -4.336 -4.344 -0.084
C -3.223 -3.227 2.905 -0.039
C 3.808 0.328 -1.019 -0.139
C -3.470 3.916 -1.058 -0.056
C 1.230 2.697 0.515 -0.079
C -2.981 0.932 -2.330 -0.068
C 0.088 3.578 2.590 -0.039
C -3.832 1.497 -1.191 -0.357
C -4.250 0.440 -0.173 -0.054
C -1.568 4.926 -0.076 -0.052
C -2.320 -4.334 0.848 -0.075
C 1.306 -2.480 -2.922 -0.253
C 1.724 -3.453 3.749 -0.052
C -1.803 -0.182 3.915 -0.132
H -2.000 0.647 -1.948 0.032
H -3.115 6.032 -1.069 0.095
H -4.888 -0.306 -0.646 0.077
H -3.149 -2.381 3.584 0.060
H -4.815 0.900 0.635 0.084
H 1.014 -0.286 5.139 0.078
H -4.387 3.992 -1.629 0.107
H -4.756 1.903 -1.626 0.124
H 2.649 -3.280 0.838 0.001
H -1.332 -1.467 -2.388 -0.004
H -2.334 -1.374 7.019 0.088
H -3.531 3.426 1.866 0.090
H -3.158 -4.141 3.495 0.080
H 0.864 0.634 3.645 0.058
H -2.503 -1.716 -1.063 0.000
H 2.678 -3.530 4.252 0.106
H 6.821 -1.975 -1.545 0.096
H 2.959 0.977 -0.861 0.068
H -0.237 2.580 2.866 0.060
H -2.837 1.695 -3.096 0.083
H 3.062 -1.403 4.136 0.126
H 7.178 0.440 -1.187 0.095
H -3.384 -0.060 0.243 0.043
H 0.848 1.674 0.606 0.015
H 2.311 0.805 4.629 0.079
H 1.272 -5.525 4.027 0.095
H 1.530 0.206 -2.951 0.073
H -0.648 4.288 2.961 0.085
H -0.979 5.807 0.143 0.105
H -4.200 -3.193 2.427 0.079
H -4.875 4.019 3.816 0.087
H -4.857 2.697 5.872 0.089
H -2.533 -5.276 1.350 0.071
H 3.432 -1.265 1.717 0.069
H -1.011 -1.870 5.015 0.100
H 2.036 -0.192 1.536 0.022
H 0.365 -1.685 -7.364 0.105
H 0.704 0.739 -7.110 0.097
H -3.851 0.534 7.143 0.089
H -3.159 -4.111 0.191 0.077
H 2.171 2.764 1.060 0.079
H 0.221 -3.914 -6.399 0.106
H 4.550 -2.902 -1.571 0.093
H 1.421 2.904 -0.536 0.079
H 1.245 -4.064 0.168 0.004
H -1.102 -2.793 -1.244 -0.026
H 0.416 -5.393 -4.431 0.098
H 5.227 1.920 -0.866 0.098
H -3.452 0.062 -2.783 0.077
H 3.471 0.357 2.403 0.083
H 2.780 -4.166 -0.671 0.008
H -1.431 -4.460 0.235 0.063
H -0.933 -5.352 2.970 0.107
H -2.172 -2.252 1.301 0.100
H 1.042 3.780 3.076 0.077
H 1.251 1.677 -4.896 0.100
H 1.122 -4.493 -2.270 0.082
H 0.662 4.708 0.886 0.123